{
  "formula": "C4H5NS",
  "method": "ωB97M-V/def2-TZVPD",
  "homo_ev": -8.897,
  "spin_multiplicity": 1,
  "symbols": ["C", "C", "C", "C", "N", "S", "H", "H", "H", "H", "H"],
  "xyz": [[-0.53937, -1.01143, -0.21550], [0.39302, 0.98294, 0.21636], [-1.16516, -1.95837, 0.21288], [1.41630, 0.40478, -0.66195], [0.14554, -0.03862, -0.85341], [2.68730, -0.70606, 0.28248], [4.33658, -0.21830, -0.27625], [0.14161, 0.68112, 1.12111], [-0.03970, 2.00261, -0.04906], [-1.66224, -2.63267, 0.84819], [1.94837, 0.96213, -1.40987]],
  "nbo_charge": [0.138, -0.226, -0.297, -0.097, -0.432, -0.134, 0.168, 0.210, 0.199, 0.237, 0.233]
}